#P
DFT (the ωB97M-V functional and the def2-TZVPD basis) results for a molecular structure, CH2N2S2.

The geometry in XYZ format:
```
7
Properties=species:S:1:pos:R:3
C -0.0765 0.0246 -0.1470
N -1.2358 0.1605 -0.6093
N 0.4676 0.5510 0.9581
S 0.8556 -1.1682 -1.3491
S -1.1677 -1.0428 -1.9149
H -0.0386 1.2536 1.5488
H 1.1953 0.2213 1.5133
```

charge = 0
HOMO level = -8.349 eV
gap between HOMO and LUMO = 0.305 Ha

***

#Q
DFT (the ωB97M-V functional and the def2-TZVPD basis) results for a single CH2N2S2 molecule.

The geometry in XYZ format:
```
7
Properties=species:S:1:pos:R:3
C -0.0265 -0.4885 0.4553
N 2.2756 -0.9883 0.1794
N 1.1084 -0.6489 0.1147
S -1.4923 -0.5479 -0.4036
S -2.8017 1.0276 0.1297
H 2.8983 -0.3937 -0.3690
H -1.9619 2.0397 -0.1065
```

charge = 0
HOMO level = -8.765 eV
gap between HOMO and LUMO = 0.314 Ha

***

#R
DFT (the ωB97M-V functional and the def2-TZVPD basis) results for a single CH2N2S2 molecule.

The geometry in XYZ format:
```
7
Properties=species:S:1:pos:R:3
N -1.0239 1.8890 0.5133
C -1.3355 0.7609 0.4856
S -1.8127 -0.7955 0.3003
S 0.5647 -1.8275 -0.0348
N 1.3100 -0.3831 -0.3887
H 1.4329 0.2406 0.4037
H 0.8645 0.1157 -1.2794
```

charge = 0
SMILES = N#CSSN
HOMO level = -9.504 eV
gap between HOMO and LUMO = 0.271 Ha

***

How do the energies compare? Relative to the most stable structure, in hartree: #P 0.0000; #Q 0.0677; #R 0.0129.

***

#P
DFT (the ωB97M-V functional and the def2-TZVPD basis) results for 2 unconnected molecules or ions with the total composition CH3NO4.

The geometry in XYZ format:
```
9
Properties=species:S:1:pos:R:3
C 1.1413 0.1615 0.2454
N -3.7681 0.0411 0.0611
O -2.9434 0.8887 0.2426
O -4.9112 0.1220 -0.2118
O 0.1645 -0.4291 0.5028
O -3.2660 -1.2311 0.0745
H 1.9479 0.4653 0.9732
H -2.2529 -1.2421 0.0958
H 1.5193 0.5791 -0.7871
```

charge = 0
<S²> = 2.01
multiplicity = 3
HOMO level (spin up / spin down) = -6.875 / -11.653 eV
gap between HOMO and LUMO (spin up / spin down) = 0.272 / 0.318 Ha

***

#Q
DFT (the ωB97M-V functional and the def2-TZVPD basis) results for a single CH3NO4 molecule.

The geometry in XYZ format:
```
9
Properties=species:S:1:pos:R:3
C 1.3718 0.5736 0.7003
N -1.6627 -0.7228 -0.8246
O -1.3199 -1.8545 -0.7955
O -2.6408 -0.2348 -1.1957
O 0.5917 -0.2273 -0.1151
O -0.8282 0.3212 -0.3899
H 2.1214 -0.0771 0.8789
H 0.8800 0.6437 1.5815
H 1.4868 1.5780 0.1601
```

charge = 0
<S²> = 2.01
multiplicity = 3
HOMO level (spin up / spin down) = -7.920 / -11.355 eV
gap between HOMO and LUMO (spin up / spin down) = 0.319 / 0.323 Ha

***

How do the energies compare? Relative to the most stable structure, in hartree: #P 0.0000; #Q 0.0806.

***

#P
DFT (the ωB97M-V functional and the def2-TZVPD basis) results for 2 unconnected molecules or ions with the total composition C2H2FOP.

The geometry in XYZ format:
```
7
Properties=species:S:1:pos:R:3
C 1.3165 0.4276 0.0767
C 0.5369 -0.5019 -0.3413
O 1.9925 1.2058 0.5626
F -1.9521 1.0370 0.6557
P -2.3227 -0.4317 0.1525
H -0.2439 -0.2540 -1.1857
H 0.6728 -1.4827 0.0795
```

charge = 0
HOMO level (spin up / spin down) = -8.121 / -8.137 eV
gap between HOMO and LUMO (spin up / spin down) = 0.260 / 0.262 Ha

***

#Q
DFT (the ωB97M-V functional and the def2-TZVPD basis) results for 2 unconnected molecules or ions with the total composition C2H2FOP.

The geometry in XYZ format:
```
7
Properties=species:S:1:pos:R:3
O 0.7035 3.8572 -1.7614
C 1.0499 2.8114 -1.1808
F 2.3722 2.4394 -1.3158
H 0.4370 2.0393 -0.7260
C 0.5349 0.6792 0.5711
P 1.0996 -0.6464 -0.1244
H 0.0728 1.4982 1.4797
```

charge = 0
SMILES = O=CF.C#P
HOMO level = -10.284 eV
gap between HOMO and LUMO = 0.358 Ha

***

#R
DFT (the ωB97M-V functional and the def2-TZVPD basis) results for a single C2H2FOP molecule.

The geometry in XYZ format:
```
7
Properties=species:S:1:pos:R:3
O -0.9694 -1.0029 -1.5153
C -0.3829 -0.5355 -0.5996
C 0.7931 0.1097 -0.0226
P -0.7063 -0.1762 1.1809
F -1.6493 1.1240 1.0838
H 1.7267 -0.4878 0.2520
H 1.1881 0.9686 -0.3793
```

charge = 0
SMILES = O=C1CP1F
HOMO level = -8.978 eV
gap between HOMO and LUMO = 0.324 Ha

***

#S
DFT (the ωB97M-V functional and the def2-TZVPD basis) results for a single C2H2FOP molecule.

The geometry in XYZ format:
```
7
Properties=species:S:1:pos:R:3
O -1.7801 2.2188 0.1172
C -1.4596 1.0003 -0.0688
C -0.3738 0.0571 -0.0046
P -2.0766 -0.5313 -0.7282
F -2.5572 -1.0930 0.8484
H 0.4801 0.2536 -0.6581
H -0.0796 -0.6721 0.7480
```

charge = 0
SMILES = O=C1CP1F
HOMO level = -9.746 eV
gap between HOMO and LUMO = 0.327 Ha

***

How do the energies compare? Relative to the most stable structure, in hartree: #P 0.0625; #Q 0.0749; #R 0.0000; #S 0.0112.

***

#P
DFT (the ωB97M-V functional and the def2-TZVPD basis) results for 2 unconnected molecules or ions with the total composition C7H8NO3S.

The geometry in XYZ format:
```
20
Properties=species:S:1:pos:R:3
C -1.1027 -0.6515 -1.5693
C -2.4861 -0.4860 -1.4900
C -0.3335 -0.0035 -0.5338
C -3.0781 0.3477 -0.4654
C -1.0142 0.7209 0.4923
C -0.2508 1.2956 1.6148
C 3.5479 -0.0948 0.2799
N -2.3449 0.8608 0.5116
O 6.2253 0.7289 0.7035
O 5.7956 -1.4881 -0.5897
O 3.3473 -0.6169 -0.7774
S 5.6553 -0.6360 0.8199
H -0.5659 -1.4193 -2.1290
H -3.0903 -0.7440 -2.3350
H 0.6917 0.0279 -0.5372
H -4.1763 0.4805 -0.4066
H -1.0904 1.6547 2.3273
H 0.5252 1.9497 1.1289
H 0.3746 0.6725 2.1631
H 4.9211 -1.3348 -1.1410
```

charge = -1
HOMO level = -2.501 eV
gap between HOMO and LUMO = 0.203 Ha

***

#Q
DFT (the ωB97M-V functional and the def2-TZVPD basis) results for a gas-phase ion, C7H8NO3S (charge -1).

The geometry in XYZ format:
```
20
Properties=species:S:1:pos:R:3
C 0.5273 -3.0218 -0.0711
C 0.5782 -1.7995 -0.4942
C 0.1243 -0.4702 -0.0367
S 1.7668 0.5097 0.0982
O 2.5930 0.0411 1.2437
O 2.3442 0.2383 -1.2072
O 1.3190 1.9099 0.3236
C -0.4739 0.3070 -1.1011
C -1.3670 1.2933 -0.8988
C -1.4367 1.7968 0.5315
C -1.1184 0.7163 1.4958
N -0.3921 -0.2867 1.2673
H 1.1712 -3.8259 -0.3662
H 0.0502 -3.1244 0.9201
H 1.0065 -1.7688 -1.5280
H -0.2148 0.1032 -2.1387
H -1.7299 1.6359 -1.8175
H -0.7348 2.5068 0.6685
H -2.4653 2.2498 0.5787
H -1.5479 0.9892 2.5319
```

charge = -1
SMILES = C=C[C@@]1(S(=O)(=O)[O-])C=CCC=N1
HOMO level = -4.906 eV
gap between HOMO and LUMO = 0.317 Ha

***

How do the energies compare? Relative to the most stable structure, in hartree: #P 0.0050; #Q 0.0000.

***

#P
DFT (the ωB97M-V functional and the def2-TZVPD basis) results for a gas-phase ion, C4H10NO3 (charge +1).

The geometry in XYZ format:
```
18
Properties=species:S:1:pos:R:3
C -1.7337 0.3810 -0.4436
C -0.6788 0.6824 0.6098
O -1.1867 0.3118 1.8859
C 0.6579 -0.0389 0.4180
N 1.5135 0.6837 -0.5932
C 0.4940 -1.4903 0.0117
O -0.3639 -2.2143 0.3964
O 1.4250 -1.8143 -0.9168
H -1.3025 0.1333 -1.4210
H -2.3458 1.2511 -0.6701
H -2.3783 -0.4564 -0.2125
H -0.5401 1.7647 0.6132
H -1.2003 1.0739 2.4928
H 1.1599 -0.0279 1.3829
H 2.1233 1.3352 -0.0998
H 0.9140 1.2116 -1.2380
H 2.0467 -0.0145 -1.1271
H 1.3959 -2.7721 -1.0886
```

charge = +1
SMILES = C[C@@H](O)[C@H]([NH3+])C(=O)O
HOMO level = -14.838 eV
gap between HOMO and LUMO = 0.406 Ha

***

#Q
DFT (the ωB97M-V functional and the def2-TZVPD basis) results for 2 unconnected molecules or ions with the total composition C4H10NO3.

The geometry in XYZ format:
```
18
Properties=species:S:1:pos:R:3
O 0.9785 -1.9895 1.2936
C 0.5650 -0.8902 1.4688
C -0.2974 -0.1899 0.3832
C -0.1510 1.3179 0.4132
C 1.1180 1.7248 -0.3158
O 2.0022 0.9294 -0.5039
N -1.7634 -0.6054 0.5820
H 0.7039 -0.2688 2.3755
H 0.0144 -0.5784 -0.5839
H -0.9953 1.9055 0.0354
H 0.0077 1.7244 1.4137
H 1.1780 2.7719 -0.6540
H -2.0170 -1.2719 -0.1476
H -1.8819 -1.0666 1.4852
H -2.3839 0.2039 0.5451
H 0.6911 -1.8668 -2.9649
H 1.5652 -0.7505 -2.4443
O 0.6658 -1.1001 -2.3812
```

charge = +1
HOMO level = -14.149 eV
gap between HOMO and LUMO = 0.371 Ha

***

#R
DFT (the ωB97M-V functional and the def2-TZVPD basis) results for a molecular structure, C4H10NO3.

The geometry in XYZ format:
```
18
Properties=species:S:1:pos:R:3
O -1.2517 1.2817 -0.3224
C -0.5180 0.3169 -0.7966
C 0.6774 -0.0326 0.0808
C 1.0054 -1.3706 0.0258
C 0.1691 -0.9584 1.4233
O 0.6569 -0.6201 2.4328
N -0.8637 -2.1636 -1.6835
H -1.1594 -0.6635 -0.9224
H 1.3685 0.7383 0.3744
H 2.0164 -1.7022 0.2485
H 0.3407 -1.9512 -0.7021
H -0.8105 -1.4513 1.4265
H -0.1451 0.5533 -1.8014
H -1.6687 -2.8238 -1.5958
H -0.6543 -2.0886 -2.6942
H -0.4843 2.2586 -0.4017
H 0.3722 3.7749 -0.4886
O 0.4471 2.8120 -0.4880
```

charge = +1
HOMO level = -14.548 eV
gap between HOMO and LUMO = 0.217 Ha

***

#S
DFT (the ωB97M-V functional and the def2-TZVPD basis) results for a gas-phase ion, C4H10NO3 (charge +1).

The geometry in XYZ format:
```
18
Properties=species:S:1:pos:R:3
N 0.6046 0.7240 1.1805
C 0.2262 0.4185 -0.3012
C -0.3812 -0.9546 -0.5713
C -1.6840 -1.1790 0.1991
O -1.9464 -0.0574 0.9588
C 1.4050 0.7117 -1.2064
O 1.3861 0.4684 -2.3923
O 2.4374 1.1955 -0.5333
H -0.2429 0.9077 1.7626
H 1.1766 1.5288 1.1219
H 1.1421 -0.0067 1.5662
H -0.5776 1.1598 -0.6425
H -0.3019 -1.1702 -1.7954
H 0.3180 -1.7849 -0.1282
H -2.5556 -1.5108 -0.3107
H -1.3616 -1.9433 0.9791
H -2.9367 0.1557 0.9793
H 3.2919 1.3369 -0.8663
```

charge = +1
SMILES = [NH3+][C@H](CCO)C(=O)O
HOMO level = -14.437 eV
gap between HOMO and LUMO = 0.405 Ha

***

How do the energies compare? Relative to the most stable structure, in hartree: #P 0.0000; #Q 0.0399; #R 0.3929; #S 0.0300.

***

#P
DFT (the ωB97M-V functional and the def2-TZVPD basis) results for a molecular structure, C29H30Br2O7PReS2.

The geometry in XYZ format:
```
72
Properties=species:S:1:pos:R:3
Re 0.0566 -0.0971 0.2731
O -1.8796 -2.8277 -1.5275
S -1.2313 -3.1231 -0.2900
O -1.8312 -4.0639 0.6025
O -0.9382 -1.8575 0.5089
C 0.3839 -3.7596 -0.6779
C 0.3732 -5.0633 -1.1726
C 1.5582 -5.7103 -1.4646
C 2.7774 -5.0793 -1.2457
C 2.8050 -3.7888 -0.7555
C 1.6072 -3.1209 -0.4965
S 1.8333 -1.4894 0.1892
O 2.9232 -0.9159 -0.8556
O -0.0576 -0.5548 -1.7677
O 2.5897 -1.6482 1.4117
H -0.5755 -5.5662 -1.3043
H 1.5331 -6.7231 -1.8437
H 3.7044 -5.6001 -1.4441
H 3.7417 -3.2890 -0.5480
Br -0.4678 -0.0531 2.8847
C -2.2768 -0.8171 2.9349
Br -3.4995 0.0784 1.7859
H -2.6003 -0.7178 3.9628
H -2.1569 -1.8418 2.6070
C 2.5439 2.8593 -3.4570
C 3.0320 1.4741 -3.1176
C 4.4214 1.2220 -3.2433
C 4.9510 -0.0847 -3.1723
C 4.1718 -1.1255 -2.8031
C 2.7771 -0.8911 -2.3333
C 2.2023 0.4391 -2.7719
P 0.4196 0.3477 -2.9103
C 0.1000 -0.4677 -4.4753
C 1.1668 -0.6941 -5.3503
C 0.9653 -1.3432 -6.5558
C -0.3103 -1.7663 -6.8908
C -1.3735 -1.5321 -6.0335
C -1.2044 -0.8801 -4.8164
C -2.3989 -0.6712 -3.9300
C -0.4303 1.9059 -2.8931
C -0.7591 2.5325 -4.0997
C -1.5009 3.6951 -4.0936
C -1.9312 4.2227 -2.8796
C -1.6121 3.5946 -1.6901
C -0.8483 2.4243 -1.6683
C -0.4823 1.8278 -0.3361
H 3.3790 3.5570 -3.4857
H 1.8134 3.2216 -2.7364
H 2.0705 2.8741 -4.4406
H 5.0778 2.0455 -3.4919
H 5.9913 -0.2461 -3.4226
H 4.5571 -2.1339 -2.7344
H 2.1210 -1.7194 -2.6111
H 2.1626 -0.3565 -5.0915
H 1.7962 -1.5140 -7.2267
H -0.4808 -2.2763 -7.8301
H -2.3668 -1.8598 -6.3136
H -3.3162 -0.7592 -4.5097
H -2.3959 0.3081 -3.4527
H -2.4164 -1.4192 -3.1393
H -0.4449 2.0899 -5.0374
H -1.7590 4.1824 -5.0238
H -2.5234 5.1282 -2.8634
H -1.9535 4.0162 -0.7520
H -1.4333 1.5713 0.2177
H -0.0350 2.6315 0.2573
C 2.6518 1.9224 0.5264
O 1.6223 1.2006 1.2365
H 3.4031 2.2535 1.2415
H 2.2299 2.7764 -0.0045
H 3.0964 1.2293 -0.1759
H 1.2402 1.7926 1.8968
```

charge = +1
<S²> = 0.79
multiplicity = 2
HOMO level (spin up / spin down) = -10.860 / -10.919 eV
gap between HOMO and LUMO (spin up / spin down) = 0.293 / 0.235 Ha

***

#Q
DFT (the ωB97M-V functional and the def2-TZVPD basis) results for a molecular structure, C29H30Br2O7PReS2.

The geometry in XYZ format:
```
72
Properties=species:S:1:pos:R:3
Re -0.3889 -0.3300 -0.7307
O 0.6016 -3.1768 0.6198
S 0.2021 -2.3251 1.7265
O 0.9899 -2.3881 2.9131
O 0.1368 -0.8955 1.2063
C -1.4747 -2.6982 2.2274
C -1.5673 -3.4417 3.3918
C -2.8057 -3.7657 3.9329
C -3.9659 -3.3296 3.3242
C -3.8931 -2.5843 2.1564
C -2.6603 -2.2716 1.6024
S -2.7484 -1.4076 0.0632
O -4.0957 -1.3890 -0.3712
O -1.7376 -2.0303 -0.8486
O -2.1511 0.0046 0.2403
H -0.6588 -3.7555 3.8849
H -2.8494 -4.3528 4.8396
H -4.9324 -3.5672 3.7452
H -4.7915 -2.2542 1.6569
Br 2.6119 0.7101 3.5350
C 3.6138 -0.9330 3.5040
Br 4.1423 -1.4491 1.7230
H 2.9738 -1.7132 3.8898
H 4.5143 -0.7936 4.0876
C 2.3097 4.5561 -0.0199
C 1.4181 3.9191 1.0157
C 1.3672 4.5207 2.2700
C 0.5828 4.0189 3.2938
C -0.1882 2.8870 3.0841
C -0.1491 2.2618 1.8505
C 0.6496 2.7602 0.8170
P 0.5887 1.8484 -0.7446
C 2.2934 1.7520 -1.3748
C 3.2313 1.4403 -0.3877
C 4.5744 1.3102 -0.6931
C 4.9912 1.4899 -2.0015
C 4.0595 1.7752 -2.9877
C 2.7005 1.9053 -2.7105
C 1.7785 2.2242 -3.8610
C -0.4999 2.7282 -1.8760
C -0.5671 4.1097 -2.0027
C -1.4249 4.6701 -2.9367
C -2.2133 3.8504 -3.7332
C -2.1658 2.4719 -3.5822
C -1.3122 1.9001 -2.6478
C -1.2625 0.4124 -2.4326
H 2.2199 5.6411 0.0330
H 2.0918 4.2450 -1.0387
H 3.3539 4.3029 0.1744
H 1.9574 5.4132 2.4389
H 0.5716 4.5171 4.2540
H -0.8055 2.4849 3.8754
H -0.7338 1.3688 1.6971
H 2.9089 1.3040 0.6395
H 5.2817 1.0666 0.0869
H 6.0383 1.4066 -2.2589
H 4.3911 1.9075 -4.0098
H 2.3092 2.0967 -4.8021
H 1.4159 3.2522 -3.8206
H 0.8998 1.5789 -3.8851
H 0.0291 4.7525 -1.3685
H -1.4849 5.7450 -3.0355
H -2.8813 4.2872 -4.4629
H -2.8050 1.8374 -4.1831
H -0.4756 -0.0862 -3.0659
H -2.2030 -0.0672 -2.7148
C 1.8417 -1.6930 -2.4049
O 1.4321 -1.3253 -1.0588
H 2.0509 -0.7673 -2.9359
H 1.0575 -2.2699 -2.8945
H 2.7530 -2.2797 -2.3221
H 1.3533 -2.1489 -0.4937
```

charge = +1
<S²> = 0.76
multiplicity = 2
HOMO level (spin up / spin down) = -11.723 / -11.719 eV
gap between HOMO and LUMO (spin up / spin down) = 0.250 / 0.264 Ha

***

How do the energies compare? Relative to the most stable structure, in hartree: #P 0.0848; #Q 0.0000.